(1)
Molecular formula: C24H44AsBI2N2P2ReS4
Method: DFT, the ωB97M-V functional and the def2-TZVPD basis

Last column: Mulliken charge in e.
Atoms and positions in Å:
Re 0.011 -1.100 -0.153  1.11
C 0.871 -1.739 3.970  -1.39
C 0.951 -0.335 3.379  1.65
C -0.492 0.274 3.219  -1.72
C 1.811 0.528 4.308  -1.71
P 1.760 -0.542 1.616  -0.13
C 2.294 1.216 1.246  -1.16
N 1.149 1.805 0.678  0.73
B 0.067 1.068 0.234  0.83
N -0.906 1.956 -0.225  0.47
C -2.141 1.648 -0.886  -1.65
P -2.093 -0.131 -1.347  -0.02
C -1.620 -0.202 -3.240  1.63
C -1.401 -1.682 -3.675  -1.59
C -2.785 0.353 -4.061  -1.56
C -0.425 0.758 -3.464  -1.22
C -3.753 -0.717 -0.936  1.87
C -3.927 -2.224 -1.134  -1.38
C -3.803 -0.446 0.601  -2.13
C -4.929 -0.015 -1.592  -1.98
C -0.402 3.249 -0.097  0.48
C -0.884 4.510 -0.433  -0.78
C -0.042 5.613 -0.229  -0.94
C 1.205 5.450 0.303  -0.77
C 1.746 4.223 0.668  -0.60
C 0.945 3.134 0.385  -0.03
C 3.413 -1.478 1.580  1.87
C 3.003 -2.955 1.400  -1.59
C 4.206 -1.326 2.876  -1.55
C 4.147 -1.041 0.337  -1.33
H 0.382 -1.767 4.911  0.50
H 1.836 -2.165 4.054  0.34
H 0.255 -2.470 3.367  0.17
H -0.837 0.501 4.177  0.74
H -1.096 -0.458 2.727  0.38
H -0.443 1.267 2.779  0.28
H 1.152 0.380 5.216  0.53
H 1.880 1.553 3.983  0.43
H 2.741 0.099 4.575  0.38
H 3.158 1.233 0.596  -0.08
H 2.638 1.665 2.180  0.45
H -2.223 2.277 -1.691  0.83
H -3.029 1.916 -0.255  0.41
H -2.308 -2.119 -4.185  0.33
H -0.971 -2.260 -2.887  0.04
H -0.578 -1.654 -4.433  0.47
H -3.705 -0.185 -3.742  0.42
H -2.349 0.340 -5.082  0.54
H -3.011 1.398 -3.778  0.29
H 0.556 0.455 -3.009  -0.09
H -0.684 1.784 -3.208  0.26
H -0.186 0.619 -4.548  0.70
H -3.113 -2.790 -0.657  0.29
H -3.995 -2.467 -2.206  0.33
H -4.869 -2.727 -0.693  0.41
H -4.191 0.565 0.702  0.53
H -2.926 -0.395 1.236  0.65
H -4.555 -1.115 1.088  0.45
H -5.263 -0.480 -2.535  0.52
H -4.712 0.971 -1.774  0.43
H -5.771 -0.162 -0.863  0.45
H -1.848 4.642 -0.890  0.54
H -0.266 6.645 -0.513  0.42
H 1.756 6.341 0.684  0.39
H 2.730 4.101 1.172  0.45
H 2.143 -3.190 1.948  0.34
H 3.785 -3.664 1.611  0.55
H 2.745 -3.059 0.355  0.12
H 3.759 -1.999 3.689  0.37
H 4.457 -0.371 3.290  0.37
H 5.140 -1.906 2.677  0.48
H 4.482 -0.032 0.359  0.58
H 3.583 -1.229 -0.596  -0.09
H 4.980 -1.728 0.267  0.52
S 1.244 -6.738 -3.573  0.02
As 0.129 -5.114 -3.656  0.42
S -1.059 -2.309 1.059  -0.19
S 1.478 -1.764 -1.698  -0.19
S 1.434 -3.865 -1.700  -0.07
I 3.597 1.859 -2.194  0.15
I 3.974 -0.284 -3.663  -0.02

Atomic forces in eV per Å
Re 1.7376 1.2985 -1.2135
C -1.1769 -0.7276 -1.6732
C -0.4438 -0.5094 -1.0407
C 2.5117 -0.0158 -0.5489
C -2.3665 -0.7489 0.6909
P 0.2801 1.7604 0.6953
C 0.5871 -0.9768 0.6867
N 0.8233 0.5250 0.0046
B -1.0210 -2.1101 -0.4478
N -0.7569 1.0861 -0.2417
C -0.5250 -0.6661 2.5099
P 1.4676 0.5067 -1.4932
C -0.2262 0.1468 1.2735
C 0.4147 1.0688 -1.5152
C -0.0936 0.5598 1.2421
C 0.9334 -1.6254 -0.6468
C -0.1736 -1.9763 1.7862
C -0.6247 -1.5935 -0.1647
C -1.7252 0.6765 0.4950
C -1.2541 -2.3194 0.5254
C 1.3215 0.4621 -0.2473
C 0.1807 0.3997 -0.3323
C -0.9519 -0.1766 -0.7989
C 2.2529 0.7091 2.1990
C 0.3616 -0.0376 -0.0953
C -1.0066 -0.2058 0.7344
C -1.3560 -0.5582 0.1072
C 0.7431 0.8911 -1.1398
C 0.1418 -2.7025 0.9285
C -0.1003 -0.9471 -0.3845
H -0.3257 0.3309 1.0852
H 0.8912 -0.4755 0.3381
H 0.5330 0.7577 0.2439
H -0.7648 -0.1518 1.8153
H -0.6557 0.2280 -0.1874
H -0.1918 -0.1212 -0.6530
H 1.0018 1.0241 -0.4685
H -0.0308 0.3392 0.3302
H 1.0048 -0.2940 -0.0068
H -0.0086 -0.0393 -0.3663
H -0.2845 0.1491 0.0203
H -0.2997 1.2940 -2.5473
H 0.7228 -0.5548 -0.3465
H 0.9673 0.3269 0.9316
H -0.2506 -0.8010 0.5976
H -0.6942 -0.0575 0.2356
H 0.6131 -0.0112 -1.5055
H -1.3323 -0.2203 0.2002
H 0.3244 -0.2136 -0.3630
H -0.9407 0.3221 0.1068
H 0.2140 -0.0057 -0.2230
H -0.3017 0.7076 0.6114
H -0.0353 0.0345 -0.3458
H 0.3274 -0.0507 0.3075
H 1.1769 1.5002 -0.4284
H -0.3539 0.0800 0.2614
H 0.4850 -0.4985 -0.3536
H 0.6305 0.4221 -0.4507
H 0.3116 0.0850 0.4044
H 0.0105 2.6409 -0.2690
H 0.6017 0.5328 -0.7724
H -0.3225 0.0614 0.0197
H -0.6342 -0.5563 0.0927
H -0.3756 -0.6168 -0.9016
H -0.8507 0.2766 -0.5077
H -1.2042 -0.6102 1.1012
H 0.4476 -0.0856 0.2357
H -0.0303 -0.3820 -0.1524
H 0.3811 1.2720 -0.9735
H 0.0184 0.6354 -0.1657
H -0.2970 0.7393 0.0325
H 0.5638 0.6187 -0.0372
H 0.1717 0.3162 0.5079
H 0.5610 0.0457 -0.1001
S -0.3714 0.3767 -0.0322
As 0.6430 -0.2302 0.2804
S -0.6065 -1.2130 0.5765
S -1.3138 -1.0083 0.6462
S -0.1338 0.7959 -0.4358
I -0.1729 0.2867 0.0337
I 0.2259 -0.1958 -0.3170

Summary:
- Charge: +3
- E_LUMO (spin up / spin down): -11.11 / -11.11 eV


(2)
Molecular formula: C24H44AsN5O5PbS3Si3
Method: DFT, the ωB97M-V functional and the def2-TZVPD basis

Last column: Mulliken charge in e.
Atoms and positions in Å:
Pb 0.553 1.369 1.703  1.11
O 3.004 0.687 -1.907  -0.99
C 2.237 0.029 -1.161  -0.47
O 1.011 0.255 -0.940  0.06
C 2.859 -1.196 -0.457  0.20
C 1.807 -2.117 0.166  0.77
C 2.456 -3.459 0.562  -0.86
C 3.218 -3.058 1.858  -1.18
C 2.918 -1.552 1.920  0.04
O 1.562 -1.507 1.447  -0.16
C 3.710 -0.832 0.816  0.08
C 3.915 0.662 1.099  -0.47
O 5.086 1.067 1.056  -0.84
O 2.902 1.409 1.395  -0.50
H 3.469 -1.708 -1.200  0.49
H 0.882 -2.190 -0.390  -0.59
H 1.694 -4.214 0.757  0.41
H 3.117 -3.827 -0.225  0.43
H 2.798 -3.556 2.732  0.34
H 4.288 -3.265 1.811  0.36
H 2.995 -1.101 2.905  0.61
H 4.711 -1.241 0.740  0.44
S 1.137 0.567 4.267  -0.52
C 1.369 2.056 5.139  0.48
C 1.867 1.899 6.486  -0.16
N 2.274 1.748 7.554  -0.58
C 1.122 3.305 4.670  0.50
S 0.509 3.699 3.075  -0.47
C 1.354 4.447 5.519  -0.18
N 1.531 5.388 6.162  -0.58
S 0.459 3.714 -0.469  -0.42
C 2.143 3.845 -0.353  -0.06
N 2.804 4.613 0.542  -0.11
C 4.227 4.251 0.574  -0.36
C 4.397 3.476 -0.741  -0.42
N 3.014 3.265 -1.183  0.01
H 2.313 4.829 1.399  0.31
H 4.445 3.608 1.429  0.16
H 4.851 5.144 0.625  0.34
H 4.898 2.527 -0.572  0.11
H 4.943 4.054 -1.493  0.39
H 2.758 2.388 -1.645  0.16
C -3.097 2.441 -1.334  -0.38
Si -3.544 0.762 -0.630  0.32
C -3.893 0.960 1.209  -0.90
C -5.201 0.262 -1.389  -1.13
As -1.747 -0.741 -0.762  0.44
Si -0.992 -0.328 -2.968  0.66
C 0.121 -1.749 -3.500  -0.97
C -2.492 -0.449 -4.136  -1.06
C -0.195 1.296 -3.416  -0.91
Si -2.965 -2.746 -0.989  0.56
C -4.530 -3.013 -2.028  -1.23
C -3.499 -3.206 0.757  -1.10
C -1.812 -4.125 -1.580  -1.13
H -3.685 3.236 -0.865  0.42
H -3.266 2.476 -2.417  0.25
H -2.039 2.661 -1.156  -0.37
H -4.745 1.620 1.403  0.39
H -3.016 1.382 1.716  0.11
H -4.103 -0.015 1.665  0.23
H -5.888 1.116 -1.422  0.38
H -5.669 -0.531 -0.794  0.23
H -5.075 -0.116 -2.410  0.31
H -0.411 -2.705 -3.484  0.23
H 0.986 -1.826 -2.830  0.02
H 0.498 -1.580 -4.515  0.48
H -3.068 -1.365 -3.962  0.08
H -2.171 -0.441 -5.186  0.41
H -3.166 0.405 -3.982  0.17
H 0.891 1.209 -3.321  0.31
H -0.492 2.096 -2.734  0.13
H -0.455 1.587 -4.442  0.40
H -5.412 -2.599 -1.530  0.30
H -4.692 -4.087 -2.175  0.35
H -4.462 -2.544 -3.017  0.34
H -4.277 -2.516 1.112  0.24
H -2.664 -3.135 1.462  0.26
H -3.906 -4.224 0.797  0.39
H -1.812 -4.190 -2.674  0.32
H -2.128 -5.095 -1.182  0.44
H -0.779 -3.945 -1.259  0.16
N -1.345 -1.680 3.135  -0.76
H -0.918 -1.260 3.954  0.33
H -0.576 -1.824 2.486  0.26
H -1.920 -0.955 2.720  0.16

Atomic forces in eV per Å
Pb 0.3908 -0.2571 -0.3592
O -0.2504 -0.3474 0.0798
C -0.3466 0.0626 0.0518
O 0.8076 -0.1076 -0.1801
C -0.1938 0.2532 0.2663
C 0.2561 -0.0752 0.1556
C 0.0017 0.1522 0.0941
C -0.1006 -0.0002 -0.1403
C 0.0736 -0.1612 -0.1232
O -0.0571 0.0172 0.0259
C -0.2752 0.1408 -0.1480
C 0.0654 0.4419 0.1003
O -0.3821 -0.0587 0.1167
O 0.1894 -0.4145 -0.2453
H 0.1035 -0.0553 0.0080
H -0.1643 0.0689 -0.0360
H 0.0332 0.0010 0.0187
H -0.0108 -0.0326 0.0141
H 0.0247 -0.0210 -0.0056
H -0.0285 0.0023 0.0237
H -0.1164 0.0564 0.0124
H 0.1255 -0.0767 -0.0415
S -0.0085 0.0332 0.2476
C 0.0905 -0.2166 0.2397
C 0.0035 0.0791 -0.1559
N -0.0570 -0.0101 -0.0420
C -0.1187 0.2800 -0.1389
S 0.1806 0.1077 0.2600
C 0.0351 -0.1063 -0.0454
N -0.0299 -0.0805 -0.0319
S -0.0548 0.1205 0.1658
C 0.2550 0.1239 -0.4293
N 0.1065 -0.0147 0.1296
C -0.1564 -0.0077 0.1420
C -0.2372 0.0286 -0.0900
N 0.0091 0.2967 0.3455
H -0.0809 -0.0443 0.0274
H -0.0482 -0.0354 -0.0322
H 0.0055 0.0296 -0.0525
H -0.0036 -0.0166 -0.0413
H 0.0020 0.0441 -0.0074
H 0.0470 -0.1682 -0.1516
C 0.3229 -0.0170 -0.1197
Si -0.4676 0.3031 0.2555
C 0.2099 -0.0671 0.1210
C 0.0331 -0.2728 -0.2147
As -0.1820 -0.0311 -0.1212
Si -0.0951 -0.1581 -0.6866
C 0.1670 -0.1472 0.2841
C -0.1997 -0.0606 0.1207
C 0.1106 0.2080 0.2764
Si -0.1923 -0.6475 0.1775
C -0.0728 0.4283 -0.2242
C 0.0648 0.2382 0.1580
C 0.3292 0.1810 -0.0679
H -0.0271 -0.1163 -0.0250
H 0.0450 0.0088 0.1052
H -0.1192 0.0527 -0.0199
H 0.0466 -0.0313 -0.0695
H -0.1107 -0.0389 -0.0084
H 0.0077 0.0932 -0.0079
H 0.1216 -0.0324 0.0631
H 0.0223 0.1189 -0.0797
H -0.0758 0.0723 0.1362
H 0.0754 0.1046 -0.0367
H -0.0955 -0.0011 -0.1324
H -0.0689 0.0556 0.0751
H 0.0773 0.1442 -0.0842
H 0.0198 0.0339 0.1187
H 0.0695 -0.1273 -0.0511
H -0.1035 0.0272 0.0182
H 0.1010 -0.0064 -0.0954
H -0.0582 -0.1135 0.0854
H 0.0989 -0.0794 -0.0727
H 0.0913 0.0495 0.0805
H -0.0761 -0.1367 0.1223
H 0.0838 -0.1085 -0.0089
H -0.1272 -0.0298 -0.0268
H 0.0124 0.0785 -0.0765
H 0.0092 -0.0188 0.1049
H -0.0589 0.0953 -0.0005
H -0.1122 -0.0861 -0.0382
N 0.0157 -0.1492 -0.0045
H 0.0041 0.0750 0.0620
H 0.0610 0.0193 -0.0723
H -0.0427 0.0572 -0.0472

Summary:
- Charge: -2
- E_LUMO: 4.08 eV


Ordered ΔE to the lowest compared entry with this formula, charge and spin results: 0.0 0.0; unit kJ/mol.
Ordered calculated total energy results: -170322.071 -165524.416; unit eV.